# 1
This record from OMol25 describes a single C12H25O4P molecule in a non-equilibrium geometry. The level of theory is ωB97M-V with the def2-TZVPD basis set.

```
! RIJCOSX wB97M-V def2-TZVPD def2/J DEFGRID3
* xyz 0 1
O -0.420 2.939 0.276
O -0.558 -1.008 0.733
O 1.684 -0.443 0.250
O 0.048 2.055 2.445
C -0.176 -3.690 -0.049
C 2.101 -3.150 -1.033
C -3.219 1.718 1.311
C -3.436 -0.837 1.178
C 1.159 1.335 -2.281
C 2.488 3.039 -1.004
C 0.559 -1.276 -0.140
C 1.034 -2.730 0.011
C -2.495 0.351 1.526
C 2.119 1.553 -1.111
C -1.242 0.251 0.583
C 1.607 1.009 0.236
P -0.049 1.616 0.873
H 0.361 2.971 2.354
H -0.748 -3.517 -0.985
H -0.814 -3.580 0.840
H 0.166 -4.741 0.037
H 2.947 -2.445 -0.977
H 2.521 -4.181 -0.825
H 1.641 -3.147 -2.031
H -4.194 1.709 1.833
H -2.665 2.537 1.739
H -3.367 1.875 0.230
H -3.764 -0.744 0.118
H -4.343 -0.790 1.814
H -2.950 -1.810 1.335
H 0.161 1.760 -2.125
H 1.569 1.846 -3.143
H 1.087 0.274 -2.557
H 3.157 3.185 -0.178
H 3.029 3.336 -1.911
H 1.619 3.703 -0.896
H 0.207 -1.101 -1.150
H 1.506 -2.860 0.960
H -2.145 0.256 2.577
H 3.034 1.018 -1.340
H -1.570 0.346 -0.448
H 2.354 1.371 0.924
*
```

Computed properties:
**Structure (SMILES)**: CC(C)[C@@H]1O[C@H](C(C)C)O[C@@H](C(C)C)[P@]1(=O)O
**Gap between HOMO and LUMO**: 10.229 eV
**ΔE to the lowest compared entry with this formula, charge and spin**: 0.0 kJ/mol
**Electronic energy**: -1114.5842 hartree

The natural (NBO) scheme yields these atomic charges, measured in e: -1.1290 -0.5575 -0.5584 -0.9753 -0.6066 -0.6046 -0.6152 -0.6104 -0.6229 -0.6174 0.3955 -0.2489 -0.2203 -0.2287 -0.2434 -0.2322 2.0731 0.5124 0.2023 0.2228 0.2124 0.2232 0.2169 0.2001 0.2137 0.2320 0.2105 0.2006 0.2137 0.2250 0.2223 0.2142 0.2013 0.1986 0.2092 0.2411 0.1469 0.2154 0.2201 0.2134 0.2122 0.2219


# 2
This record from OMol25 describes an isolated ion of composition C12H26BrN2 and charge +1. The level of theory is ωB97M-V with the def2-TZVPD basis set.

```
! RIJCOSX wB97M-V def2-TZVPD def2/J DEFGRID3
* xyz 1 1
C -2.603 -1.948 -2.603
C -2.302 -0.457 -2.389
C -2.850 0.032 -1.034
C -0.808 -0.156 -2.559
C 0.061 -0.692 -1.414
C 0.498 0.316 -0.349
C 1.484 -0.480 0.482
C 2.465 0.242 1.395
C 1.990 0.389 2.857
C 0.501 0.707 3.079
C 0.138 2.202 2.866
N -1.025 2.399 1.980
N 2.275 -1.243 -0.629
Br 2.739 -3.001 -0.099
C 1.421 -1.188 -1.890
H -3.672 -2.106 -2.771
H -2.078 -2.343 -3.478
H -2.324 -2.547 -1.730
H -2.828 0.099 -3.173
H -3.901 0.320 -1.119
H -2.787 -0.745 -0.265
H -2.311 0.914 -0.662
H -0.480 -0.619 -3.499
H -0.644 0.923 -2.663
H -0.449 -1.526 -0.914
H -0.302 0.741 0.263
H 1.062 1.116 -0.853
H 0.953 -1.275 1.019
H 3.396 -0.341 1.412
H 2.724 1.217 0.964
H 2.558 1.213 3.307
H 2.286 -0.508 3.409
H 0.266 0.425 4.110
H -0.159 0.094 2.454
H 0.992 2.739 2.444
H -0.042 2.652 3.849
H -1.851 2.619 2.516
H -0.876 3.207 1.391
H 3.167 -0.775 -0.778
H 1.888 -0.455 -2.552
H 1.426 -2.161 -2.379
*
```

Computed properties:
**Structure (SMILES)**: CC(C)C[C@@H]1C[C@H](CCCCN)[N@@H+](Br)C1
**Gap between HOMO and LUMO**: 7.817 eV
**Electronic energy**: -3156.0902 hartree

The natural (NBO) scheme yields these atomic charges, measured in e: -0.6121 -0.2189 -0.6209 -0.3820 -0.2437 -0.4475 -0.0041 -0.4420 -0.3912 -0.4218 -0.2277 -0.8565 -0.4345 0.3207 -0.2187 0.2310 0.2084 0.1950 0.2167 0.2318 0.2023 0.2081 0.2115 0.2169 0.2206 0.2946 0.2041 0.2260 0.2183 0.2193 0.2240 0.2179 0.2254 0.2004 0.1822 0.1972 0.3711 0.3651 0.4413 0.2265 0.2455


# 3
This record from OMol25 describes C12H26ClN3ORbV as an isolated structure in a non-equilibrium geometry. The level of theory is ωB97M-V with the def2-TZVPD basis set.

```
! RIJCOSX wB97M-V def2-TZVPD def2/J DEFGRID3
* xyz 2 1
N 1.082 1.795 -0.116
C 0.992 2.985 0.120
O 0.926 4.156 0.335
Rb 2.861 -0.134 1.481
V 0.059 0.138 -0.208
N 1.198 -1.255 -0.710
N -1.598 0.080 -1.084
C 2.192 -1.352 -1.825
C -2.083 1.041 -2.107
C 3.239 -2.435 -1.534
C 1.465 -1.676 -3.129
C 2.899 -0.006 -1.973
C -2.557 2.318 -1.408
C -3.246 0.507 -2.952
C -0.920 1.406 -3.017
H 3.724 -2.306 -0.550
H 4.027 -2.387 -2.298
H 2.802 -3.441 -1.566
H 0.958 -2.646 -3.076
H 2.185 -1.710 -3.960
H 0.717 -0.908 -3.373
H 2.210 0.848 -2.019
H 3.483 -0.003 -2.902
H 3.626 0.195 -1.169
H -3.386 2.099 -0.725
H -2.896 3.049 -2.156
H -1.745 2.771 -0.823
H -4.168 0.379 -2.369
H -2.999 -0.445 -3.440
H -3.463 1.237 -3.746
H -1.273 2.111 -3.784
H -0.540 0.517 -3.536
H -0.102 1.882 -2.456
C 0.587 -2.504 -0.257
H -0.289 -2.295 0.373
H 0.250 -3.149 -1.089
H 1.293 -3.086 0.364
C -2.634 -0.768 -0.498
H -2.242 -1.317 0.364
H -3.507 -0.177 -0.169
H -2.998 -1.512 -1.226
Cl -1.382 1.354 1.911
C -0.291 -0.075 1.799
H 0.456 0.012 2.604
H -0.885 -0.975 2.002
*
```

Computed properties:
**Gap between HOMO and LUMO (spin up / spin down)**: 6.710 / 6.660 eV
**Electronic energy**: -2140.0266 hartree

The natural (NBO) scheme yields these atomic charges, measured in e: -0.8926 0.8985 -0.4020 0.9801 1.5214 -0.6238 -0.5080 0.0965 0.0901 -0.6158 -0.6215 -0.6140 -0.6015 -0.6279 -0.6138 0.1885 0.2611 0.2358 0.2243 0.2559 0.2151 0.2290 0.2633 0.1840 0.2243 0.2547 0.2035 0.2302 0.2273 0.2551 0.2628 0.2193 0.2053 -0.4443 0.2193 0.2432 0.2374 -0.4474 0.2086 0.2548 0.2504 0.1107 -0.7074 0.2231 0.2464


# 4
This record from OMol25 describes a single C12H26N8O3 molecule in a non-equilibrium geometry. The level of theory is ωB97M-V with the def2-TZVPD basis set.

```
! RIJCOSX wB97M-V def2-TZVPD def2/J DEFGRID3
* xyz 0 1
C -1.169 0.726 -2.586
C -1.945 0.017 -1.547
C -0.278 -0.354 -3.354
C 0.621 -1.234 -2.467
C 1.987 -0.654 -1.986
C 3.017 0.726 -0.283
C -2.479 -0.049 0.911
C -3.927 -0.614 0.950
C -2.199 0.907 2.100
C -0.839 1.636 2.029
C 0.403 0.710 1.897
C 1.220 -1.522 2.493
H 0.218 2.262 -2.763
H -1.101 2.672 -1.943
H -1.928 1.028 -3.303
H -1.067 -1.019 -3.782
H 0.311 0.117 -4.128
H 0.809 -2.151 -2.973
H 0.007 -1.596 -1.634
H 2.444 -0.041 -2.830
H 2.645 -1.498 -1.775
H 1.214 0.970 -1.155
H 4.001 2.150 0.236
H 4.227 -0.557 -0.809
H 3.625 -0.981 0.599
H -1.961 1.605 -0.340
H -1.799 -0.929 1.045
H -2.952 1.651 2.223
H -2.123 0.256 2.960
H -0.774 2.195 2.941
H -0.715 2.395 1.255
H 0.481 0.442 0.814
H 1.303 1.279 2.086
H 0.134 -0.400 3.682
H 1.387 -1.105 0.593
H 0.752 -2.624 4.253
H 2.121 -3.183 3.193
H -3.972 -0.562 -0.869
N -0.451 1.908 -2.059
N 1.846 0.195 -0.822
N 3.018 2.002 -0.126
N 3.946 -0.159 0.077
N -2.142 0.625 -0.368
N 0.332 -0.500 2.687
N 1.754 -1.730 1.353
N 1.474 -2.417 3.496
O -2.481 -1.037 -1.861
O -4.352 -0.927 2.062
O -4.640 -0.635 -0.169
*
```

Computed properties:
**Structure (SMILES)**: [H]/N=C(/N)NCCC[C@H](NC(=O)[C@@H](N)CCCN/C(N)=N/[H])C(=O)O
**Gap between HOMO and LUMO**: 8.943 eV
**ΔE to the lowest compared entry with this formula, charge and spin**: 203.4 kJ/mol
**Electronic energy**: -1136.6344 hartree

The natural (NBO) scheme yields these atomic charges, measured in e: -0.1361 0.6748 -0.3943 -0.4233 -0.2194 0.5749 -0.1621 0.7797 -0.3954 -0.4042 -0.2341 0.5888 0.3808 0.3638 0.2067 0.2494 0.2054 0.2225 0.2205 0.1641 0.2030 0.4213 0.3419 0.3660 0.4288 0.4077 0.2472 0.2176 0.2372 0.2079 0.2064 0.2267 0.2035 0.3748 0.3742 0.3976 0.4184 0.5062 -0.8594 -0.7059 -0.6916 -0.8945 -0.6264 -0.6418 -0.8800 -0.8482 -0.6554 -0.5938 -0.6520